# C10H12ClCuF6N3O5S2

A molecular structure, C10H12ClCuF6N3O5S2 at a distorted geometry (ωB97M-V/def2-TZVPD, OMol25).

The largest force on an atom comes out at 4.435 eV Å⁻¹. As for the orbital gap (alpha / beta): 10.0 / 6.1 eV.

Geometry as ORCA input:
```
! wB97M-V def2-TZVPD RIJCOSX def2/J DEFGRID3
* xyz 0 2
Cu 23.44 1.85 -1.56
C 26.83 0.42 -1.39
F 28.08 0.06 -1.64
F 26.25 -0.49 -0.53
F 26.83 1.58 -0.76
S 25.92 0.54 -3.17
O 25.94 1.95 -3.61
O 26.66 -0.31 -4.10
N 24.25 0.17 -2.69
S 24.15 -1.33 -3.23
O 24.31 -1.49 -4.67
O 24.93 -2.22 -2.37
C 22.28 -1.77 -2.93
F 21.99 -3.01 -3.37
F 21.93 -1.61 -1.64
F 21.58 -0.90 -3.67
Cl 24.63 4.25 -1.10
C 20.49 0.09 0.90
C 21.67 0.88 1.33
O 22.32 1.35 0.45
N 21.98 1.16 2.62
C 21.17 0.87 3.81
H 20.46 0.05 -0.19
H 19.57 0.55 1.26
H 20.66 -0.96 1.17
H 22.86 1.58 2.88
H 20.68 -0.08 3.63
H 20.42 1.63 4.06
H 21.90 0.74 4.61
N 21.77 2.81 -2.95
C 21.88 2.16 -4.19
C 21.01 2.44 -5.28
C 20.15 3.50 -5.18
C 20.11 4.23 -3.99
C 20.88 3.82 -2.89
H 22.63 1.38 -4.21
H 21.13 1.84 -6.17
H 19.60 3.72 -6.08
H 19.41 5.05 -3.93
H 20.65 4.33 -1.97
*
```